Entry from the Open Molecules 2025 dataset: a molecular structure, C53H42BBrN10O5SSr (wB97M-V/def2-TZVPD).

CARTESIAN COORDINATES (ANGSTROEM)
Sr (0.31, -0.17, 0.52)
N (0.66, 0.62, 5.22)
C (0.86, 0.34, 3.89)
S (0.02, 1.56, 2.85)
N (1.59, -0.68, 3.65)
N (1.76, -1.09, 2.34)
C (2.84, -1.77, 2.15)
C (3.27, -2.41, 0.94)
C (4.32, -3.33, 1.10)
C (4.79, -4.10, 0.06)
C (4.21, -3.96, -1.20)
C (3.20, -3.06, -1.41)
C (2.69, -2.23, -0.38)
O (1.76, -1.40, -0.61)
H (-0.10, 1.24, 5.43)
H (0.78, -0.17, 5.84)
H (3.49, -1.91, 3.02)
H (4.76, -3.44, 2.08)
H (5.60, -4.81, 0.21)
H (4.56, -4.56, -2.03)
H (2.75, -2.94, -2.39)
Br (2.04, -2.47, -6.68)
C (2.69, -0.79, -6.06)
C (3.34, -0.71, -4.85)
C (3.81, 0.50, -4.40)
C (3.65, 1.67, -5.17)
C (2.97, 1.55, -6.40)
C (2.50, 0.35, -6.85)
N (4.17, 2.88, -4.88)
N (4.59, 3.12, -3.68)
C (3.94, 2.65, -2.62)
C (4.67, 2.39, -1.46)
C (4.06, 1.95, -0.29)
C (2.70, 1.73, -0.24)
O (2.10, 1.35, 0.95)
C (1.90, 1.96, -1.38)
N (0.56, 1.70, -1.32)
C (-0.20, 2.09, -2.31)
C (0.28, 2.77, -3.44)
C (1.64, 2.94, -3.56)
C (2.51, 2.50, -2.55)
H (3.48, -1.59, -4.24)
H (4.32, 0.54, -3.44)
H (2.85, 2.44, -7.00)
H (1.97, 0.28, -7.79)
H (5.73, 2.54, -1.49)
H (4.65, 1.77, 0.60)
H (-1.25, 1.85, -2.23)
H (-0.40, 3.11, -4.20)
H (2.07, 3.44, -4.42)
C (-10.73, -8.94, -1.42)
O (-10.78, -7.54, -1.35)
C (-9.60, -6.89, -1.10)
C (-9.67, -5.49, -1.03)
C (-8.54, -4.76, -0.79)
C (-7.30, -5.40, -0.60)
C (-7.25, -6.81, -0.66)
C (-8.38, -7.54, -0.91)
C (-6.14, -4.61, -0.35)
N (-6.13, -3.27, -0.25)
C (-4.83, -2.95, -0.03)
C (-4.04, -4.10, 0.02)
N (-4.88, -5.15, -0.18)
C (-2.65, -4.08, 0.27)
C (-1.86, -5.25, 0.36)
C (-0.56, -5.10, 0.63)
C (-0.08, -3.79, 0.80)
N (-0.79, -2.70, 0.71)
C (-2.06, -2.82, 0.44)
C (-2.88, -1.59, 0.34)
N (-2.30, -0.43, 0.45)
C (-3.03, 0.65, 0.44)
C (-4.42, 0.68, 0.29)
C (-5.04, -0.49, 0.12)
C (-4.27, -1.67, 0.14)
H (-11.75, -9.27, -1.63)
H (-10.39, -9.38, -0.48)
H (-10.07, -9.27, -2.23)
H (-10.62, -5.01, -1.18)
H (-8.58, -3.68, -0.74)
H (-6.31, -7.34, -0.51)
H (-8.30, -8.62, -0.95)
H (-4.62, -6.16, -0.24)
H (-2.29, -6.23, 0.21)
H (0.11, -5.94, 0.70)
H (0.97, -3.64, 1.04)
H (-2.48, 1.58, 0.55)
H (-4.95, 1.62, 0.29)
H (-6.11, -0.55, -0.02)
C (4.82, 8.36, 2.75)
C (3.96, 7.60, 3.77)
C (4.90, 7.02, 4.84)
C (3.01, 8.58, 4.47)
C (3.16, 6.52, 3.06)
C (2.25, 6.89, 2.07)
C (1.49, 5.97, 1.36)
C (1.66, 4.64, 1.67)
O (1.06, 3.57, 1.12)
B (1.60, 2.39, 1.81)
O (2.59, 2.90, 2.78)
C (2.57, 4.24, 2.66)
C (3.32, 5.16, 3.35)
H (5.42, 9.12, 3.25)
H (4.20, 8.86, 2.01)
H (5.48, 7.68, 2.23)
H (5.44, 7.83, 5.32)
H (5.62, 6.34, 4.40)
H (4.35, 6.48, 5.60)
H (3.57, 9.35, 5.00)
H (2.37, 8.06, 5.18)
H (2.36, 9.07, 3.75)
H (2.13, 7.94, 1.82)
H (0.81, 6.28, 0.59)
H (4.01, 4.81, 4.11)

The net charge is -2. The total energy is -163178.7861 eV. The value obtained for the gap between HOMO and LUMO (spin up / spin down) is 4.034 / 2.691 eV.

Here are the Löwdin charges for atoms 1 to 2, given in e:
1. Sr 1.443
2. N 0.039

Entry from the Open Molecules 2025 dataset: a molecular structure, C5H5N3 (wB97M-V/def2-TZVPD).

CARTESIAN COORDINATES (ANGSTROEM)
C (-1.40, -1.04, 0.59)
C (-0.02, 0.43, 0.66)
C (1.59, 0.83, -1.21)
C (0.40, 0.07, -1.39)
C (-0.49, -0.07, -0.38)
H (-2.38, -0.94, 0.60)
H (-1.43, -2.16, 0.51)
H (-1.27, 0.26, 2.26)
H (2.46, 0.76, -1.91)
H (0.22, -0.26, -2.47)
N (-0.73, -0.38, 1.75)
N (1.19, 1.11, 0.97)
N (1.86, 1.38, 0.01)

The total energy is -9730.9063 eV. The value obtained for the gap between HOMO and LUMO is 9.156 eV.

Here are the Löwdin charges for atoms 1 to 2, given in e:
1. C -0.063
2. C -0.266

Entry from the Open Molecules 2025 dataset: 2 unconnected molecules or ions with the total composition C4H15N3O (wB97M-V/def2-TZVPD).

CARTESIAN COORDINATES (ANGSTROEM)
N (2.00, -1.96, 0.90)
C (1.29, -0.57, 1.41)
C (-0.24, -0.66, 1.58)
N (-1.12, -0.05, 0.57)
C (-1.41, 1.37, 0.50)
C (-0.46, 2.13, -0.44)
N (-0.68, 1.86, -1.79)
H (1.53, -2.64, 1.43)
H (1.52, -2.21, 0.06)
H (1.49, 0.28, 0.69)
H (1.83, -0.23, 2.32)
H (-0.78, -1.64, 1.78)
H (-0.56, -0.14, 2.48)
H (-0.96, -0.45, -0.34)
H (-1.53, 1.78, 1.48)
H (-2.48, 1.49, 0.12)
H (0.63, 1.91, -0.14)
H (-0.42, 3.18, -0.09)
H (-1.34, 2.35, -2.34)
H (-0.70, 0.93, -2.08)
O (0.54, -1.60, -2.11)
H (1.21, -2.30, -1.92)
H (-0.25, -2.02, -2.66)

The total energy is -10906.9010 eV. The value obtained for the gap between HOMO and LUMO is 8.567 eV.

Here are the Löwdin charges for atoms 1 to 2, given in e:
1. N 0.008
2. C -0.161